The following is a DFT calculation (ωB97M-V with the def2-TZVPD basis set) of C18H19NO6 in the gas phase at a distorted geometry.

Energy above the lowest of the compared OMol25 structures with the same formula, charge and spin in kcal per mole: 12.6
Lowest unoccupied orbital energy in hartree: 0.022
Kohn-Sham gap in eV: 9.8
F_max in eV/Å: 1.309

Last column: natural (NBO) charge in e.
Element x y z (Å)
C (5.677, 0.223, 1.379)  -0.6415
C (4.633, -0.841, 1.056)  0.1065
C (5.093, -1.774, -0.059)  -0.6412
O (3.355, -0.252, 0.758)  -0.5109
C (3.213, 0.553, -0.297)  0.7920
O (4.092, 0.845, -1.073)  -0.6110
C (1.822, 1.066, -0.414)  -0.1788
C (0.817, 0.705, 0.478)  -0.1629
C (-0.459, 1.215, 0.332)  -0.1727
C (-0.751, 2.084, -0.713)  -0.0444
C (-2.132, 2.659, -0.879)  -0.0999
O (-3.118, 1.737, -0.419)  -0.5087
C (-4.053, 2.182, 0.418)  0.7908
O (-4.201, 3.328, 0.743)  -0.5895
C (-4.920, 1.031, 0.927)  -0.3338
N (-4.546, -0.247, 0.386)  -0.5992
C (-3.454, -0.893, 0.880)  0.6471
O (-2.894, -0.560, 1.907)  -0.6213
C (-3.025, -2.049, 0.083)  0.1378
C (-1.983, -2.916, 0.294)  -0.2220
C (-1.999, -3.821, -0.788)  -0.3181
C (-3.043, -3.441, -1.578)  0.1166
O (-3.668, -2.373, -1.066)  -0.3995
C (0.253, 2.442, -1.607)  -0.2218
C (1.529, 1.941, -1.457)  -0.1466
H (5.909, 0.803, 0.490)  0.2348
H (6.583, -0.256, 1.738)  0.2135
H (5.302, 0.893, 2.150)  0.2148
H (4.415, -1.427, 1.958)  0.1883
H (5.981, -2.312, 0.262)  0.2134
H (4.310, -2.493, -0.294)  0.2128
H (5.327, -1.203, -0.954)  0.2352
H (1.038, 0.028, 1.288)  0.2298
H (-1.229, 0.926, 1.030)  0.2316
H (-2.234, 3.592, -0.308)  0.2292
H (-2.336, 2.873, -1.934)  0.1958
H (-5.969, 1.249, 0.716)  0.2342
H (-4.780, 0.993, 2.013)  0.2609
H (-4.841, -0.471, -0.552)  0.4078
H (-1.306, -2.893, 1.122)  0.2431
H (-1.330, -4.639, -0.957)  0.2342
H (-3.426, -3.838, -2.497)  0.2067
H (0.030, 3.118, -2.420)  0.2117
H (2.319, 2.213, -2.142)  0.2352


The following is a DFT calculation (ωB97M-V with the def2-TZVPD basis set) of C23H46CuP2SSi4Te2 as an isolated structure.

Lowest unoccupied orbital energy in hartree: 0.090
Kohn-Sham gap in eV: 6.1
Net charge: -1
F_max in eV/Å: 0.119

Last column: Löwdin charge in e.
Element x y z (Å)
Cu (-1.829, 0.108, 0.292)  -0.6338
C (-2.958, 3.523, -0.401)  -0.2855
P (-3.304, 1.903, 0.374)  0.7901
C (-5.070, 1.664, -0.050)  -0.2681
C (-3.431, 2.345, 2.159)  -0.3502
C (-4.132, 3.477, 2.578)  -0.0981
C (-4.228, 3.807, 3.918)  -0.0910
C (-3.622, 2.996, 4.867)  -0.0902
C (-2.931, 1.868, 4.464)  -0.0995
C (-2.818, 1.527, 3.115)  -0.3448
P (-1.931, -0.010, 2.591)  0.8345
C (-2.936, -1.260, 3.472)  -0.2440
C (-0.408, 0.053, 3.600)  -0.2602
H (-1.972, 3.863, -0.086)  0.0139
H (-3.710, 4.279, -0.168)  0.0280
H (-2.919, 3.372, -1.481)  0.0430
H (-5.699, 2.505, 0.249)  0.0332
H (-5.419, 0.748, 0.428)  0.0337
H (-5.144, 1.519, -1.129)  0.0413
H (-4.611, 4.113, 1.842)  0.0915
H (-4.772, 4.692, 4.223)  0.0983
H (-3.690, 3.243, 5.920)  0.0986
H (-2.470, 1.238, 5.216)  0.0913
H (-3.075, -1.012, 4.526)  0.0382
H (-2.454, -2.233, 3.376)  0.0187
H (-3.907, -1.327, 2.981)  0.0470
H (-0.591, 0.261, 4.656)  0.0292
H (0.255, 0.809, 3.177)  0.0283
H (0.089, -0.915, 3.512)  0.0338
C (2.398, -1.231, -4.739)  -0.2201
Si (1.352, 0.037, -3.803)  0.3113
C (1.601, 1.706, -4.647)  -0.2290
C (-0.458, -0.432, -3.939)  -0.2278
Si (1.979, 0.175, -1.563)  -0.0409
Te (0.343, 1.558, -0.327)  0.3917
Si (2.254, -1.971, -0.683)  0.3307
C (2.070, -1.870, 1.188)  -0.2307
C (3.971, -2.653, -1.088)  -0.2241
C (1.000, -3.173, -1.396)  -0.2216
Si (4.019, 1.297, -1.396)  0.3004
C (3.803, 3.137, -1.724)  -0.2318
C (5.311, 0.651, -2.616)  -0.2222
C (4.707, 1.105, 0.350)  -0.2270
H (2.119, -1.260, -5.796)  0.0224
H (2.263, -2.235, -4.330)  0.0091
H (3.461, -0.985, -4.677)  0.0112
H (1.193, 1.697, -5.661)  0.0220
H (2.662, 1.962, -4.710)  0.0105
H (1.098, 2.493, -4.080)  0.0240
H (-0.788, -0.448, -4.982)  0.0256
H (-1.065, 0.292, -3.390)  0.0122
H (-0.659, -1.410, -3.495)  0.0037
H (2.889, -1.295, 1.627)  0.0227
H (2.047, -2.858, 1.656)  0.0287
H (1.142, -1.342, 1.420)  -0.0172
H (4.763, -2.042, -0.651)  0.0067
H (4.132, -2.687, -2.169)  0.0175
H (4.077, -3.671, -0.702)  0.0239
H (-0.022, -2.799, -1.293)  -0.0306
H (1.058, -4.145, -0.898)  0.0322
H (1.185, -3.329, -2.462)  0.0160
H (3.462, 3.319, -2.745)  0.0117
H (4.745, 3.672, -1.574)  0.0226
H (3.052, 3.552, -1.048)  0.0050
H (4.987, 0.821, -3.647)  0.0119
H (5.482, -0.421, -2.494)  0.0091
H (6.266, 1.166, -2.477)  0.0220
H (3.960, 1.434, 1.077)  0.0233
H (5.610, 1.707, 0.487)  0.0222
H (4.954, 0.065, 0.572)  0.0076
Te (-2.969, -1.945, -0.810)  0.6972
C (-2.543, -3.332, 0.716)  -1.0557
C (-1.349, -3.579, 1.339)  -0.2909
C (-1.420, -4.589, 2.340)  -0.2257
C (-2.673, -5.106, 2.475)  -0.4595
S (-3.758, -4.357, 1.376)  0.8710
H (-0.448, -3.039, 1.088)  0.0611
H (-0.573, -4.914, 2.930)  0.0925
H (-3.004, -5.882, 3.147)  0.0479


The following is a DFT calculation (ωB97M-V with the def2-TZVPD basis set) of C10H19ClO8S as an isolated structure.

Energy above the lowest of the compared OMol25 structures with the same formula, charge and spin in kcal per mole: 0.0
Lowest unoccupied orbital energy in hartree: 0.018
Kohn-Sham gap in eV: 9.9
F_max in eV/Å: 0.245

Last column: natural (NBO) charge in e.
Element x y z (Å)
C (-0.265, 0.001, 1.101)  -0.6412
C (-1.128, -1.201, 0.778)  -0.0655
O (-2.529, -0.891, 0.848)  -0.5164
C (-3.114, -0.508, -0.317)  0.3625
O (-2.573, 0.724, -0.877)  -0.7184
S (-3.652, 1.889, -0.824)  2.5626
O (-3.588, 2.632, -2.023)  -0.8818
O (-3.618, 2.515, 0.450)  -0.9061
O (-4.906, 0.904, -0.893)  -0.6811
C (-4.592, -0.190, -0.015)  0.0375
C (-5.543, -1.346, -0.218)  -0.5397
C (-6.747, -1.369, 0.702)  0.5631
O (-7.177, -2.339, 1.226)  -0.4769
Cl (-7.517, 0.208, 0.931)  -0.0575
H (-0.613, 0.459, 2.029)  0.2197
H (-0.288, 0.749, 0.311)  0.2222
H (0.767, -0.325, 1.253)  0.2248
H (-0.973, -1.988, 1.516)  0.1935
H (-0.898, -1.613, -0.211)  0.1721
H (-2.952, -1.241, -1.116)  0.1672
H (-4.612, 0.166, 1.021)  0.2339
H (-5.928, -1.329, -1.242)  0.2673
H (-5.019, -2.287, -0.044)  0.2555
C (4.725, -1.548, 0.079)  -0.2530
O (3.847, -0.477, 0.371)  -0.5546
C (4.461, 0.582, 1.087)  -0.0878
C (4.806, 1.748, 0.187)  -0.0882
O (5.799, 1.407, -0.764)  -0.5502
C (5.285, 1.145, -2.056)  -0.2529
H (4.206, -2.212, -0.611)  0.1893
H (5.647, -1.196, -0.389)  0.1803
H (4.976, -2.109, 0.986)  0.1669
H (5.363, 0.226, 1.595)  0.1749
H (3.754, 0.922, 1.850)  0.1833
H (5.199, 2.564, 0.801)  0.1856
H (3.902, 2.107, -0.315)  0.1739
H (4.928, 2.065, -2.530)  0.1681
H (4.467, 0.420, -2.026)  0.1758
H (6.101, 0.738, -2.650)  0.1912


The following is a DFT calculation (ωB97M-V with the def2-TZVPD basis set) of C20H42F6N2O11SSi2 as an isolated structure at a distorted geometry.

Lowest unoccupied orbital energy in hartree: 0.010
Kohn-Sham gap in eV: 10.0
F_max in eV/Å: 1.859

Last column: Löwdin charge in e.
Element x y z (Å)
C (-5.585, 1.144, -0.072)  -0.0872
C (-4.223, 1.013, -0.718)  -0.3251
N (-3.290, 0.192, 0.086)  -0.0573
Si (-2.338, -0.930, -0.839)  0.3028
N (-1.669, -0.186, -2.258)  -0.0018
C (-3.468, -2.339, -1.364)  -0.1957
C (-4.514, -2.693, -0.279)  -0.2545
C (-4.595, -4.195, -0.044)  -0.2181
C (-5.882, -4.604, 0.654)  -0.1828
C (-6.036, -3.941, 2.008)  -0.2511
O (-4.861, -4.129, 2.772)  -0.1833
C (-4.606, -3.079, 3.677)  -0.1042
O (-1.131, -1.647, 0.078)  -0.1669
Si (0.242, -0.856, 0.417)  0.3274
F (0.991, -1.717, 1.479)  -0.0368
C (0.045, 0.834, 1.153)  -0.1856
C (-0.703, 0.714, 2.494)  -0.2648
O (-0.327, 1.712, 3.402)  -0.1311
C (-0.736, 3.028, 3.035)  -0.2505
C (0.445, 3.854, 2.569)  -0.0677
S (1.690, -0.790, -1.285)  0.6730
O (1.241, -1.490, -2.454)  -0.3229
O (2.930, -1.310, -0.772)  -0.3097
C (2.116, 0.999, -1.722)  -0.4806
F (2.380, 1.700, -0.607)  0.1073
F (3.248, 0.892, -2.446)  0.1181
C (1.107, 1.759, -2.609)  -0.5332
F (-0.008, 2.058, -1.913)  0.1354
F (1.697, 2.937, -2.961)  0.1513
F (0.813, 1.075, -3.722)  0.1731
H (-6.050, 0.169, -0.042)  0.0614
H (-5.528, 1.583, 0.915)  0.0724
H (-6.199, 1.782, -0.699)  0.0721
H (-4.363, 0.603, -1.714)  0.0947
H (-3.778, 1.992, -0.879)  0.1066
H (-2.729, 0.833, 0.632)  0.0428
H (-1.720, -0.797, -3.058)  0.0540
H (-2.086, 0.707, -2.473)  0.0353
H (-2.832, -3.211, -1.476)  0.0772
H (-3.977, -2.105, -2.291)  0.0747
H (-5.506, -2.343, -0.548)  0.1065
H (-4.234, -2.240, 0.665)  0.0793
H (-3.755, -4.560, 0.537)  0.1162
H (-4.573, -4.727, -0.992)  0.1108
H (-6.735, -4.298, 0.051)  0.1138
H (-5.941, -5.681, 0.765)  0.1111
H (-6.881, -4.379, 2.542)  0.1223
H (-6.240, -2.881, 1.865)  0.1107
H (-4.134, -3.469, 4.570)  0.0839
H (-5.527, -2.586, 3.975)  0.0839
H (-3.947, -2.336, 3.231)  0.0785
H (-0.424, 1.544, 0.479)  0.0718
H (1.039, 1.177, 1.415)  0.0912
H (-0.431, -0.217, 2.975)  0.1185
H (-1.785, 0.689, 2.358)  0.1081
H (-1.179, 3.507, 3.900)  0.1158
H (-1.495, 2.953, 2.258)  0.1106
H (0.750, 3.556, 1.574)  0.0499
H (1.254, 3.719, 3.273)  0.0727
H (0.184, 4.905, 2.531)  0.0820
C (6.051, 4.716, 4.478)  -0.0374
O (5.912, 4.803, 3.058)  0.0111
C (4.691, 4.526, 2.612)  -0.6205
O (3.743, 4.225, 3.288)  0.1212
O (4.696, 4.638, 1.286)  0.0184
C (3.435, 4.361, 0.679)  -0.0413
H (7.084, 4.964, 4.700)  0.0933
H (5.394, 5.429, 4.972)  0.0970
H (5.838, 3.707, 4.824)  0.0981
H (2.679, 5.062, 1.032)  0.0936
H (3.129, 3.342, 0.891)  0.0748
H (3.566, 4.483, -0.392)  0.0981
C (8.551, -2.910, -5.480)  -0.0457
O (7.176, -2.619, -5.730)  0.0014
C (6.470, -2.345, -4.631)  -0.6306
O (6.899, -2.328, -3.510)  0.1290
O (5.219, -2.094, -4.997)  0.0115
C (4.334, -1.783, -3.911)  -0.0377
H (9.003, -3.112, -6.446)  0.0913
H (9.047, -2.057, -5.020)  0.0963
H (8.649, -3.787, -4.844)  0.0965
H (4.665, -0.890, -3.391)  0.0846
H (4.263, -2.618, -3.220)  0.1008
H (3.357, -1.604, -4.350)  0.0895